1.
ORCA calculation (ωB97M-V with the def2-TZVPD basis set) on C18H15N5OZn as an isolated structure.

Output
Molar mass   382.74 u
Kohn-Sham gap   6.58 eV
Lowest unoccupied orbital energy   -7.69 eV
HOMO energy   -0.5244 Ha
Energy   -2822.72115 hartree
Net charge   +2

Last column: Löwdin charge in e.
CARTESIAN COORDINATES (ANGSTROEM)
1 C 0.3429 2.3654 -0.2469  -0.14
2 Zn -1.5112 0.2403 -0.1759  0.80
3 O -0.4915 -2.8814 2.4774  0.17
4 C 2.1440 3.9256 0.2654  0.01
5 C 0.1713 4.6344 -1.0605  0.05
6 H -4.0682 0.0277 0.3970  0.09
7 H 2.5579 4.9228 0.1945  0.13
8 C -1.6349 -3.9938 -1.4229  0.00
9 C -1.8735 -2.5788 -1.3997  -0.06
10 H -2.6786 -2.1814 -2.0101  0.13
11 H 1.7787 -4.9994 0.5028  0.14
12 H -0.3279 -5.5361 -0.7764  0.14
13 N -0.8996 -2.1332 1.7205  0.15
14 N -3.2771 0.5163 0.8108  0.07
15 H -2.2938 -4.6199 -2.0057  0.13
16 C 0.8948 3.6529 -0.3456  -0.13
17 H 3.3698 -3.3011 1.3472  0.13
18 C 1.0750 1.3250 0.4168  -0.16
19 H 0.5873 5.6296 -1.1578  0.14
20 H 3.7426 3.1501 1.4304  0.13
21 C -0.1298 -2.2000 0.1217  -0.30
22 C -0.5702 -4.4808 -0.7558  0.05
23 C 2.1905 -1.6331 0.8490  0.03
24 C 2.2687 1.6360 1.0121  0.02
25 C -1.0375 4.3258 -1.6185  -0.01
26 N -1.1940 -1.7204 -0.7091  0.02
27 C -1.5422 3.0328 -1.4358  -0.09
28 H -3.2031 0.1698 1.7661  0.08
29 C 1.4809 -3.9589 0.4989  0.03
30 H -1.6118 5.0500 -2.1768  0.13
31 N -0.8939 2.0887 -0.7793  0.01
32 C 2.4159 -2.9623 0.9643  0.01
33 C 2.8000 2.9433 0.9438  -0.02
34 C 0.3098 -3.5779 -0.0575  -0.17
35 H 2.8256 0.8987 1.5655  0.11
36 H -2.5131 2.7689 -1.8390  0.12
37 H -3.5418 1.4965 0.8773  0.08
38 H 2.9827 -0.9453 1.0851  0.10
39 C 0.9048 -1.1546 0.4087  -0.19
40 N 0.4503 0.0578 0.3181  0.06

=====

2.
ORCA calculation (ωB97M-V with the def2-TZVPD basis set) on one molecule with the formula CO5S2 in a non-equilibrium geometry.

Output
Molar mass   156.14 u
Kohn-Sham gap (spin up / spin down)   7.55 / 7.55 eV
Lowest unoccupied orbital energy (spin up / spin down)   -0.74 / -0.74 eV
HOMO energy (spin up / spin down)   -0.3048 / -0.3048 Ha
Energy   -1210.52143 hartree
ΔE to the lowest compared entry with this formula, charge and spin   59.5 kcal/mol

Last column: Löwdin charge in e.
CARTESIAN COORDINATES (ANGSTROEM)
1 O 2.2212 1.0338 -0.6420  -0.36
2 S -1.2418 1.1007 0.1888  1.03
3 C -0.5842 -1.4367 0.2763  -0.32
4 O -0.9439 0.8759 -1.2098  -0.41
5 O -1.4840 -0.6207 0.6761  -0.22
6 O 0.5730 -1.2309 -0.1557  -0.21
7 O 0.2069 1.1376 0.9661  -0.60
8 S 1.6157 0.2287 0.3396  1.09

=====

3.
ORCA calculation (ωB97M-V with the def2-TZVPD basis set) on one molecule with the formula C19H22ClN3O5 in a non-equilibrium geometry.

Output
Molar mass   407.85 u
Kohn-Sham gap   9.03 eV
SMILES string   COc1ccc(OCc2cc(C(=O)N3CCCN(C(C)=O)CC3)no2)c(Cl)c1
Lowest unoccupied orbital energy   0.72 eV
HOMO energy   -0.3053 Ha
Energy   -1737.83914 hartree

Last column: Löwdin charge in e.
CARTESIAN COORDINATES (ANGSTROEM)
1 C -3.8288 1.6556 0.2462  -0.28
2 H 5.5486 0.4093 -1.6121  0.11
3 H 2.9639 -1.6757 -3.1267  0.09
4 O -0.0307 -1.6447 1.9119  0.05
5 N 0.8078 -0.5932 1.9470  0.12
6 H 3.4787 1.8258 -1.7015  0.10
7 C 3.5786 -0.9464 -2.6057  0.02
8 H -4.3030 4.6635 -0.8770  0.09
9 C -3.1979 -1.0594 0.5927  -0.32
10 C -4.0883 3.6146 -1.0745  -0.08
11 C -1.5868 -2.8060 0.4266  -0.11
12 H 4.1615 1.1581 2.3718  0.12
13 H 4.2619 2.8383 1.0621  0.12
14 Cl -3.0224 -1.4536 -2.0960  0.75
15 H -1.3825 -3.6968 1.0252  0.14
16 H 4.9315 2.7453 -1.2956  0.12
17 C -3.4767 -0.2389 1.6849  0.01
18 C 0.8025 -0.0444 0.7553  -0.18
19 O 1.1163 1.8423 -0.5912  0.08
20 H -4.8507 3.2109 -1.7481  0.10
21 H 3.2564 0.0509 -2.8918  0.08
22 H 5.7555 0.8351 0.0892  0.13
23 C 3.5359 2.4898 0.3247  -0.14
24 N 4.1716 -0.4250 -0.2842  -0.06
25 H 2.6745 0.2184 2.6000  0.10
26 H -1.5788 -3.0650 -0.6378  0.10
27 C 4.2393 1.9825 -0.9371  -0.13
28 N 2.7253 1.4524 0.9351  -0.05
29 H -3.1022 3.5272 -1.5405  0.10
30 C -3.2765 -0.4957 -0.6772  -0.57
31 C 1.5554 1.1565 0.3188  -0.39
32 C -0.5567 -1.7591 0.6831  -0.23
33 C -3.5757 0.8468 -0.8550  -0.04
34 H -0.2731 -0.5437 -1.1315  0.12
35 C -0.0739 -0.7531 -0.1034  0.06
36 H 5.0186 -0.8553 1.5699  0.12
37 C -3.7963 1.0889 1.5224  0.01
38 O -4.1194 2.9778 0.1824  -0.08
39 C 4.0347 -0.6412 1.1405  -0.10
40 O -2.8813 -2.3753 0.8434  -0.05
41 H 3.3995 -1.5207 1.2566  0.11
42 C 3.4021 -1.1718 -1.1221  -0.49
43 H 4.6169 -1.0831 -2.8994  0.08
44 C 5.0126 0.6781 -0.6984  -0.14
45 H 2.8749 3.3172 0.0556  0.13
46 H -3.4297 -0.6784 2.6689  0.13
47 H -3.6072 1.2346 -1.8599  0.10
48 O 2.6290 -2.0105 -0.6962  0.05
49 H -4.0071 1.7181 2.3717  0.12
50 C 3.3943 0.5719 1.8618  -0.12

=====

4.
ORCA calculation (ωB97M-V with the def2-TZVPD basis set) on an isolated ion of composition C4H12IN2 and charge +1 in a non-equilibrium geometry.

Output
Molar mass   215.06 u
Kohn-Sham gap   10.10 eV
SMILES string   C[C@@H](I)[C@@H]([NH3+])CN
Lowest unoccupied orbital energy   -3.20 eV
HOMO energy   -0.4886 Ha
Energy   -566.52169 hartree
ΔE to the lowest compared entry with this formula, charge and spin   28.6 kcal/mol
Net charge   +1

Last column: Löwdin charge in e.
CARTESIAN COORDINATES (ANGSTROEM)
1 I 2.4963 1.6284 1.0677  0.91
2 C -0.7448 -1.2512 -0.4534  -0.17
3 N -0.4745 0.4507 1.3958  0.08
4 H 1.7445 2.2227 -1.8112  0.05
5 H -0.1355 0.2263 2.3551  0.15
6 H 0.6607 0.9109 -2.5026  0.09
7 H -2.8044 -1.7186 0.0719  0.17
8 H 0.6884 -1.0921 1.0547  0.13
9 H -1.5516 -2.1683 1.3033  0.10
10 H -0.3408 1.4810 1.3054  0.12
11 N -1.8156 -1.5531 0.5380  -0.05
12 H 0.2513 2.1483 -1.1838  0.05
13 H -1.2084 -0.5802 -1.1739  0.12
14 H -1.4571 -0.0903 1.3293  0.15
15 C 1.4503 0.5434 -0.4750  -0.64
16 C 0.9638 1.5089 -1.6438  -0.12
17 H 2.1851 -0.1377 -0.8203  0.04
18 H -0.1627 -2.1887 -0.7266  0.15
19 C 0.2549 -0.3404 0.3694  -0.34